a | Entry from the OMol25 dataset: one molecule with the formula C4H4N4 (ωB97M-V/def2-TZVPD).

Atoms and positions in Å:
C -0.35 -0.74 -0.26
C -0.34 0.61 1.58
C 0.81 0.38 -0.18
C 0.72 0.97 -1.47
H -0.17 -1.46 -2.03
H -1.47 -1.18 1.49
H -0.59 0.73 2.61
H 1.87 0.04 0.03
N -0.82 -1.52 -1.21
N -0.68 -0.67 1.05
N 0.50 1.34 0.90
N 0.51 1.50 -2.51

Summary:
* HOMO-LUMO gap: 0.3757 Eh



b | Entry from the OMol25 dataset: one molecule with the formula C4H4N4 (ωB97M-V/def2-TZVPD).

Atoms and positions in Å:
C -2.17 0.34 0.08
C 0.10 -0.28 -0.13
C 1.98 0.80 -0.11
C 2.27 -0.68 -0.02
H -3.31 -1.08 -0.35
H -2.03 1.45 0.51
H 2.71 1.68 0.17
H 3.17 -1.34 0.29
N -3.33 -0.13 -0.09
N -1.14 -0.62 -0.09
N 0.67 1.11 -0.21
N 1.08 -1.25 -0.05

Summary:
* HOMO-LUMO gap: 0.3053 Eh



Ranking the structures above from most stable to least stable yields a, b.